Entry from OMol25: C53H49N4PRuS5 as an isolated structure at a distorted geometry (the ωB97M-V functional and the def2-TZVPD basis).

Atoms and positions in Å:
Ru  0.648  0.206  -0.089
N  0.026  1.523  -1.437
S  -1.069  2.280  -2.072
N  -2.111  3.124  -1.129
S  -1.704  4.199  -0.079
N  -0.693  3.853  1.036
S  -0.704  2.511  2.031
N  -0.313  1.212  1.494
C  -2.336  2.372  2.756
C  -3.214  1.557  2.054
C  -4.477  1.329  2.570
C  -4.843  1.895  3.786
C  -3.948  2.693  4.484
C  -2.682  2.939  3.971
C  0.419  3.170  3.248
C  0.284  4.464  3.733
C  1.201  4.923  4.665
C  2.238  4.096  5.082
C  2.367  2.811  4.572
C  1.448  2.336  3.649
C  -1.024  5.640  -0.856
C  0.244  6.088  -0.535
C  0.724  7.221  -1.173
C  -0.066  7.880  -2.104
C  -1.338  7.412  -2.414
C  -1.830  6.282  -1.788
C  -3.245  4.816  0.555
C  -3.142  5.778  1.551
C  -4.301  6.315  2.079
C  -5.537  5.887  1.607
C  -5.620  4.937  0.599
C  -4.465  4.393  0.059
C  -0.355  3.409  -3.270
C  1.005  3.655  -3.175
C  1.599  4.490  -4.107
C  0.833  5.058  -5.117
C  -0.528  4.798  -5.200
C  -1.134  3.966  -4.272
C  -2.276  1.330  -2.986
C  -1.948  0.887  -4.258
C  -2.884  0.152  -4.967
C  -4.109  -0.158  -4.391
C  -4.407  0.260  -3.101
C  -3.490  1.015  -2.390
H  -2.880  1.094  1.131
H  -5.170  0.695  2.033
H  -5.825  1.699  4.197
H  -4.225  3.110  5.442
H  -1.976  3.543  4.525
H  -0.512  5.101  3.371
H  1.111  5.926  5.060
H  2.951  4.457  5.811
H  3.182  2.176  4.891
H  1.510  1.339  3.226
H  0.825  5.553  0.205
H  1.714  7.590  -0.938
H  0.307  8.771  -2.591
H  -1.949  7.935  -3.137
H  -2.820  5.901  -2.009
H  -2.165  6.103  1.887
H  -4.242  7.072  2.849
H  -6.442  6.308  2.025
H  -6.586  4.624  0.226
H  -4.496  3.660  -0.736
H  1.574  3.188  -2.382
H  2.661  4.691  -4.051
H  1.308  5.698  -5.849
H  -1.124  5.245  -5.985
H  -2.191  3.738  -4.340
H  -0.979  1.116  -4.685
H  -2.658  -0.174  -5.973
H  -4.834  -0.732  -4.951
H  -5.355  0.002  -2.649
H  -3.696  1.362  -1.388
C  -0.163  -2.980  3.112
C  -0.176  -2.173  1.844
S  1.312  -1.428  1.420
C  -1.295  -2.091  1.046
C  -2.587  -2.743  1.443
S  -1.300  -1.263  -0.463
H  0.812  -2.916  3.589
H  -0.380  -4.030  2.906
H  -0.920  -2.614  3.808
H  -2.426  -3.736  1.863
H  -3.247  -2.822  0.582
H  -3.088  -2.135  2.202
C  2.929  0.010  -2.777
P  2.812  0.318  -0.988
C  4.113  -0.689  -0.229
C  4.519  -0.339  1.061
C  5.508  -1.068  1.697
C  6.099  -2.146  1.051
C  5.700  -2.493  -0.230
C  4.702  -1.773  -0.871
C  3.480  1.995  -0.712
C  2.765  2.903  0.068
C  3.326  4.127  0.405
C  4.595  4.456  -0.046
C  5.305  3.561  -0.837
C  4.759  2.329  -1.157
H  3.965  0.069  -3.108
H  2.316  0.743  -3.301
H  2.534  -0.983  -2.993
H  4.061  0.511  1.554
H  5.823  -0.795  2.695
H  6.873  -2.715  1.548
H  6.168  -3.328  -0.735
H  4.391  -2.063  -1.867
H  1.772  2.648  0.414
H  2.779  4.815  1.040
H  5.030  5.408  0.226
H  6.295  3.816  -1.191
H  5.332  1.619  -1.742

Calculated values
* <S²>: 6.026
* HOMO energy (spin up / spin down): -11.61 / -12.43 eV
* total charge: +2
* gap between HOMO and LUMO (spin up / spin down): 7.06 / 6.22 eV
* 2S+1: 5
* total energy: -4694.52944 a.u.
* E_LUMO (spin up / spin down): -4.552 / -6.207 eV

Results of the Löwdin charge analysis, in e, for atoms 1 through 8: 0.738 -0.436 0.811 -0.356 0.892 -0.350 0.789 -0.401



Entry from OMol25: a 8-piece molecular cluster, C53H50FN12O18S overall at a distorted geometry (the ωB97M-V functional and the def2-TZVPD basis).

Atoms and positions in Å:
C  4.220  2.769  1.756
C  4.118  3.536  0.310
N  2.949  2.913  -0.414
C  3.301  2.402  -1.743
N  3.522  3.093  -2.860
C  3.795  2.078  -3.951
O  4.688  2.439  -5.026
N  3.918  2.344  -6.183
O  3.813  3.413  -6.693
C  3.825  0.602  -3.317
F  2.920  -0.186  -4.160
N  5.182  0.097  -3.694
C  5.011  -1.179  -4.017
S  4.862  -2.840  -3.885
C  3.413  0.766  -1.770
C  1.937  0.123  -1.502
C  1.641  -0.134  0.071
C  0.075  -0.549  0.209
O  -0.348  -0.532  1.599
O  4.386  0.549  -0.722
C  4.805  -0.824  -0.682
N  5.554  -1.772  -0.838
H  3.243  2.190  1.948
H  4.451  3.480  2.619
H  5.024  1.954  1.599
H  5.120  3.460  -0.234
H  3.847  4.640  0.538
H  2.206  3.629  -0.575
H  3.508  4.132  -2.959
H  2.762  2.082  -4.490
H  1.838  -0.910  -2.016
H  1.119  0.831  -1.912
H  1.940  0.737  0.743
H  2.229  -1.089  0.362
H  -0.532  0.174  -0.460
H  -0.128  -1.605  -0.229
H  0.481  -0.622  2.135
C  3.482  -2.955  6.434
C  3.769  -1.622  6.720
C  3.734  -0.669  5.707
C  3.406  -1.063  4.410
C  3.127  -2.397  4.116
C  3.166  -3.343  5.135
N  3.342  -0.062  3.345
O  3.611  1.097  3.628
O  3.015  -0.438  2.221
H  3.505  -3.695  7.228
H  4.016  -1.327  7.734
H  3.959  0.365  5.944
H  2.876  -2.713  3.109
H  2.947  -4.383  4.918
C  -3.968  -4.300  2.808
C  -3.192  -3.179  2.524
C  -2.092  -2.873  3.319
C  -1.774  -3.701  4.396
C  -2.551  -4.821  4.690
C  -3.652  -5.117  3.891
N  -0.601  -3.396  5.220
O  0.047  -2.393  4.942
O  -0.331  -4.162  6.135
H  -4.823  -4.538  2.182
H  -3.444  -2.544  1.680
H  -1.497  -1.996  3.086
H  -2.314  -5.468  5.529
H  -4.262  -5.988  4.109
C  -2.388  4.304  2.753
C  -2.358  5.690  2.626
C  -1.559  6.283  1.654
C  -0.796  5.477  0.810
C  -0.817  4.088  0.938
C  -1.616  3.504  1.914
N  0.028  6.095  -0.231
O  0.037  7.313  -0.304
O  0.660  5.351  -0.977
H  -3.018  3.844  3.509
H  -2.961  6.308  3.283
H  -1.545  7.364  1.566
H  -0.223  3.452  0.289
H  -1.642  2.423  2.020
C  -3.875  -8.408  -1.797
C  -3.375  -7.669  -0.729
C  -3.996  -6.484  -0.349
C  -5.124  -6.050  -1.046
C  -5.625  -6.782  -2.122
C  -4.995  -7.964  -2.496
N  -5.797  -4.816  -0.635
O  -5.317  -4.188  0.304
O  -6.801  -4.483  -1.247
H  -3.390  -9.336  -2.087
H  -2.501  -8.020  -0.189
H  -3.596  -5.918  0.485
H  -6.498  -6.449  -2.673
H  -5.378  -8.543  -3.330
C  4.713  5.012  -9.011
C  5.746  5.203  -8.097
C  7.004  5.602  -8.539
C  7.215  5.810  -9.901
C  6.187  5.613  -10.822
C  4.933  5.212  -10.371
N  8.531  6.255  -10.369
O  9.413  6.399  -9.533
O  8.670  6.459  -11.566
H  3.732  4.706  -8.663
H  5.569  5.044  -7.038
H  7.799  5.747  -7.817
H  6.345  5.769  -11.884
H  4.126  5.058  -11.080
C  -5.528  -1.305  -2.164
C  -4.296  -1.554  -1.563
C  -3.269  -0.622  -1.669
C  -3.487  0.561  -2.376
C  -4.715  0.812  -2.985
C  -5.736  -0.127  -2.877
N  -2.417  1.556  -2.468
O  -1.341  1.293  -1.934
O  -2.653  2.594  -3.065
H  -6.329  -2.032  -2.074
H  -4.139  -2.474  -1.010
H  -2.315  -0.829  -1.196
H  -4.892  1.727  -3.541
H  -6.697  0.060  -3.345
C  -4.307  0.221  6.385
C  -5.478  0.245  7.138
C  -6.300  -0.877  7.185
C  -5.936  -2.021  6.475
C  -4.769  -2.048  5.714
C  -3.955  -0.921  5.671
N  -6.784  -3.214  6.541
O  -7.810  -3.148  7.204
O  -6.415  -4.210  5.931
H  -3.665  1.096  6.355
H  -5.748  1.138  7.692
H  -7.209  -0.845  7.775
H  -4.482  -2.932  5.155
H  -3.043  -0.934  5.083

Calculated values
* HOMO energy: -11.38 eV
* total charge: +1
* gap between HOMO and LUMO: 7.01 eV
* 2S+1: 1
* total energy: -4557.82337 a.u.
* E_LUMO: -4.367 eV

Results of the Löwdin charge analysis, in e, for atoms 1 through 8: -0.092 -0.192 0.035 -0.061 0.258 -0.173 -0.043 0.025



Entry from OMol25: C53H50N3NaOP2SSi as an isolated structure (the ωB97M-V functional and the def2-TZVPD basis).

Atoms and positions in Å:
Na  0.421  -0.363  -0.840
C  -1.621  3.609  1.262
Si  -0.953  1.872  1.387
C  -2.424  0.718  1.787
C  -3.612  1.395  2.104
C  -4.773  0.738  2.473
C  -4.782  -0.645  2.542
C  -3.630  -1.341  2.237
C  -2.456  -0.688  1.860
P  -0.945  -1.695  1.518
C  -0.699  -2.474  3.160
C  -0.087  -3.721  3.261
C  0.107  -4.310  4.498
C  -0.273  -3.644  5.655
C  -0.837  -2.382  5.566
C  -1.055  -1.801  4.325
C  -1.609  -3.153  0.590
C  -1.190  -3.246  -0.849
C  -1.716  -4.420  -1.702
C  -2.600  -5.385  -0.987
C  -2.874  -5.260  0.312
C  -2.352  -4.145  1.104
C  0.335  1.820  2.783
C  -0.042  2.534  3.927
C  0.847  2.821  4.948
C  2.167  2.413  4.835
C  2.558  1.675  3.734
C  1.659  1.339  2.723
P  2.235  0.202  1.382
C  2.795  -1.241  2.378
C  3.431  -2.262  1.668
C  3.910  -3.391  2.308
C  3.765  -3.520  3.684
C  3.116  -2.526  4.396
C  2.617  -1.404  3.747
C  3.891  0.869  0.932
C  3.945  1.715  -0.172
C  5.141  2.288  -0.576
C  6.310  1.999  0.109
C  6.276  1.141  1.200
C  5.076  0.583  1.611
H  -1.994  3.998  2.206
H  -2.422  3.661  0.525
H  -0.815  4.259  0.924
H  -3.633  2.471  2.051
H  -5.666  1.304  2.703
H  -5.677  -1.178  2.836
H  -3.647  -2.419  2.307
H  0.237  -4.241  2.367
H  0.575  -5.283  4.559
H  -0.122  -4.105  6.622
H  -1.122  -1.848  6.462
H  -1.505  -0.818  4.268
H  -0.115  -3.078  -0.957
H  -0.919  -4.954  -2.222
H  -3.001  -6.213  -1.556
H  -3.501  -5.984  0.813
H  -2.578  -4.154  2.163
H  -1.058  2.903  4.009
H  0.521  3.386  5.811
H  2.886  2.662  5.604
H  3.586  1.340  3.662
H  3.582  -2.147  0.601
H  4.415  -4.160  1.739
H  4.154  -4.391  4.194
H  2.987  -2.620  5.465
H  2.109  -0.643  4.325
H  3.037  1.949  -0.709
H  5.146  2.966  -1.420
H  7.247  2.441  -0.204
H  7.185  0.910  1.738
H  5.071  -0.085  2.464
C  -1.139  2.104  -2.246
C  -0.112  2.341  -1.187
O  -0.246  1.472  -0.035
C  0.688  3.467  -1.129
C  0.824  4.314  -2.284
C  1.635  5.426  -2.275
C  2.352  5.815  -1.143
C  2.205  5.037  0.002
C  1.409  3.912  0.025
H  -1.756  1.243  -1.990
H  -0.716  1.888  -3.235
H  -1.808  2.966  -2.389
H  0.287  4.067  -3.188
H  1.707  6.019  -3.180
H  2.977  6.695  -1.148
H  2.734  5.311  0.909
H  1.350  3.341  0.947
C  -3.875  -3.413  -2.801
C  -2.370  -3.372  -2.670
C  -1.601  -3.037  -3.900
C  -0.868  -1.917  -3.678
N  -0.967  -1.338  -2.452
N  -1.855  -2.236  -1.747
C  0.022  -1.250  -4.676
H  -4.157  -4.252  -3.437
H  -4.225  -2.497  -3.278
H  -4.370  -3.538  -1.836
H  -1.710  -3.560  -4.831
H  -2.584  -1.704  -1.265
H  -0.231  -1.568  -5.686
H  1.063  -1.508  -4.482
H  -0.074  -0.168  -4.606
S  3.885  0.584  -3.771
C  4.385  -0.928  -3.153
C  3.452  -1.400  -2.289
N  2.359  -0.596  -2.110
C  2.461  0.481  -2.835
H  5.317  -1.378  -3.442
H  3.513  -2.337  -1.760
H  1.731  1.279  -2.824

Calculated values
* HOMO energy: -4.43 eV
* gap between HOMO and LUMO: 3.99 eV
* 2S+1: 1
* total energy: -3821.79292 a.u.
* E_LUMO: -0.443 eV

Results of the Löwdin charge analysis, in e, for atoms 1 through 8: 0.101 -0.120 0.527 -0.194 -0.090 -0.070 -0.073 -0.096